{
  "formula": "C56H58Ge2N2O3S6Y",
  "method": "ωB97M-V with the def2-TZVPD basis set",
  "total_energy_ha": -9085.81858,
  "orbital_gap_ev": 7.12,
  "homo_ev": -4.99,
  "multiplicity": 1,
  "lumo_energy_ev": 2.1,
  "fmax_ha_per_bohr": 0.0240,
  "e_above_lowest_kj_mol": 70.7,
  "charge": -1,
  "species": ["Y", "S", "C", "C", "C", "C", "N", "C", "C", "C", "S", "C", "N", "H", "H", "C", "C", "C", "C", "C", "C", "C", "C", "C", "C", "C", "C", "C", "C", "C", "Ge", "S", "S", "Ge", "S", "S", "C", "C", "C", "C", "C", "C", "C", "C", "C", "C", "C", "C", "C", "C", "C", "C", "C", "C", "C", "C", "C", "C", "C", "C", "C", "C", "C", "C", "C", "C", "C", "C", "C", "H", "H", "H", "H", "H", "H", "H", "H", "H", "H", "H", "H", "H", "H", "H", "H", "H", "H", "H", "H", "H", "H", "H", "H", "H", "H", "H", "H", "H", "H", "H", "H", "H", "H", "H", "H", "H", "H", "H", "H", "H", "H", "H", "H", "H", "H", "H", "H", "H", "H", "O", "H", "H", "O", "H", "H", "O", "H", "H"],
  "coordinates": [[-2.458, -1.189, 0.588], [-4.808, 0.069, 1.105], [-4.892, -0.215, 2.826], [-5.528, 0.745, 3.618], [-5.621, 0.625, 4.997], [-6.287, 1.633, 5.755], [-6.838, 2.445, 6.357], [-5.056, -0.496, 5.630], [-4.449, -1.472, 4.849], [-4.363, -1.367, 3.461], [-3.639, -2.700, 2.585], [-5.094, -0.639, 7.048], [-5.108, -0.772, 8.191], [-5.961, 1.610, 3.134], [-4.028, -2.345, 5.328], [-2.854, 2.463, -5.349], [-1.806, 1.469, -4.920], [-2.067, 0.108, -4.932], [-1.093, -0.830, -4.596], [-1.405, -2.298, -4.683], [0.175, -0.380, -4.212], [0.448, 0.995, -4.165], [1.796, 1.482, -3.706], [-0.543, 1.897, -4.524], [1.272, -1.358, -3.949], [2.111, -1.686, -5.014], [3.126, -2.611, -4.856], [3.318, -3.214, -3.622], [2.504, -2.893, -2.541], [1.475, -1.950, -2.703], [0.271, -1.528, -1.163], [-1.241, -3.055, -0.953], [1.534, -0.890, 0.646], [0.039, 0.803, 0.962], [-1.460, 0.433, 2.467], [-0.744, 0.556, -1.208], [0.772, 2.632, 1.281], [0.042, 3.738, 0.835], [0.475, 5.020, 1.163], [1.621, 5.209, 1.918], [2.339, 4.110, 2.362], [1.913, 2.817, 2.067], [2.684, 1.663, 2.616], [3.708, 1.086, 1.860], [4.009, 1.599, 0.478], [4.433, 0.029, 2.394], [4.152, -0.477, 3.654], [4.924, -1.639, 4.222], [3.141, 0.118, 4.398], [2.409, 1.194, 3.910], [1.367, 1.850, 4.774], [-1.155, 3.583, -0.044], [-2.447, 3.501, 0.482], [-2.737, 3.672, 1.948], [-3.517, 3.310, -0.391], [-3.338, 3.247, -1.762], [-4.508, 3.057, -2.693], [-2.050, 3.390, -2.271], [-0.958, 3.551, -1.435], [0.429, 3.654, -2.011], [2.772, -3.536, -1.221], [2.091, -4.694, -0.832], [1.190, -5.438, -1.781], [2.309, -5.202, 0.447], [3.206, -4.613, 1.323], [3.390, -5.140, 2.722], [3.945, -3.520, 0.881], [3.747, -2.979, -0.378], [4.569, -1.805, -0.842], [-3.731, 1.954, -5.749], [-2.460, 3.129, -6.119], [-3.176, 3.084, -4.511], [-3.050, -0.241, -5.233], [-2.332, -2.463, -5.232], [-1.521, -2.728, -3.686], [-0.598, -2.840, -5.179], [2.009, 1.108, -2.701], [1.832, 2.571, -3.686], [2.591, 1.118, -4.359], [-0.326, 2.960, -4.505], [1.945, -1.212, -5.975], [3.769, -2.863, -5.691], [4.111, -3.940, -3.482], [-0.104, 5.869, 0.815], [1.951, 6.211, 2.163], [3.232, 4.242, 2.963], [3.094, 1.654, -0.116], [4.716, 0.946, -0.034], [4.431, 2.606, 0.519], [5.227, -0.420, 1.806], [5.718, -1.954, 3.544], [4.263, -2.491, 4.396], [5.376, -1.372, 5.179], [2.923, -0.258, 5.393], [1.464, 1.518, 5.808], [0.364, 1.596, 4.429], [1.457, 2.936, 4.740], [-1.841, 3.582, 2.557], [-3.452, 2.920, 2.280], [-3.176, 4.659, 2.123], [-4.513, 3.203, 0.025], [-5.418, 2.838, -2.135], [-4.325, 2.241, -3.396], [-4.680, 3.962, -3.281], [-1.888, 3.351, -3.343], [0.390, 3.751, -3.096], [1.002, 2.754, -1.769], [0.968, 4.507, -1.597], [0.818, -4.792, -2.572], [0.333, -5.850, -1.250], [1.741, -6.263, -2.242], [1.751, -6.078, 0.760], [2.804, -6.045, 2.880], [3.070, -4.397, 3.457], [4.438, -5.367, 2.921], [4.674, -3.064, 1.544], [5.325, -1.551, -0.100], [3.931, -0.932, -0.997], [5.062, -2.025, -1.790], [-0.664, -2.617, 2.070], [-1.110, -3.013, 2.827], [0.285, -2.736, 2.170], [-3.548, -0.484, -1.740], [-3.269, 0.346, -2.146], [-4.511, -0.470, -1.675], [-4.400, -2.868, -0.373], [-4.707, -3.059, 0.530], [-3.916, -3.651, -0.660]],
  "forces_ev_per_a": [[-1.115, -0.515, -0.103], [-0.052, -0.029, -0.102], [-0.068, 0.005, 0.132], [-0.001, 0.000, 0.124], [0.201, -0.307, -0.130], [-0.184, 0.269, 0.190], [0.039, -0.031, -0.047], [-0.008, 0.112, -0.450], [-0.049, 0.100, 0.089], [-0.149, 0.042, 0.041], [0.032, -0.012, 0.099], [-0.002, -0.079, 0.354], [-0.012, 0.005, -0.058], [0.018, 0.014, 0.007], [0.008, 0.006, 0.015], [0.181, 0.059, -0.150], [-0.093, -0.092, -0.169], [-0.048, 0.100, 0.078], [0.141, -0.051, -0.022], [0.037, 0.000, 0.055], [-0.141, 0.074, -0.154], [0.014, 0.025, -0.036], [0.147, -0.073, -0.290], [0.194, -0.172, -0.314], [0.000, 0.038, -0.094], [-0.031, -0.028, -0.028], [0.042, -0.008, 0.017], [-0.058, 0.014, -0.004], [0.026, 0.100, -0.084], [-0.202, 0.123, 0.440], [0.604, 0.181, -0.147], [0.350, 0.053, -0.281], [-0.366, -0.006, -0.261], [0.435, 0.395, 0.073], [0.305, 0.256, -0.257], [0.249, -0.779, 0.673], [-0.075, -0.520, -0.129], [0.079, 0.108, -0.073], [-0.032, -0.009, 0.024], [0.005, -0.002, -0.013], [-0.030, -0.001, 0.039], [-0.005, 0.067, -0.060], [0.074, -0.039, 0.111], [-0.047, 0.050, -0.018], [0.037, 0.059, 0.061], [0.022, -0.008, 0.027], [0.045, -0.012, 0.027], [-0.063, 0.048, -0.024], [-0.018, 0.019, -0.026], [0.104, 0.007, -0.043], [-0.032, -0.036, -0.074], [-0.112, 0.069, -0.094], [0.094, 0.027, -0.003], [-0.037, -0.030, 0.006], [-0.018, -0.060, -0.025], [0.002, 0.061, 0.070], [-0.160, -0.123, 0.268], [0.040, 0.239, -0.052], [-0.031, 0.203, 0.124], [-0.158, 0.169, 0.250], [0.012, -0.151, 0.087], [0.033, 0.126, -0.055], [-0.004, 0.083, 0.059], [-0.009, 0.033, 0.044], [0.003, -0.055, 0.048], [-0.003, 0.031, -0.052], [0.005, 0.021, -0.048], [0.029, -0.004, -0.055], [-0.114, -0.038, 0.017], [-0.037, 0.019, -0.016], [0.002, -0.014, -0.060], [0.146, -0.100, -0.658], [0.017, -0.022, -0.019], [0.005, 0.004, -0.013], [-0.004, -0.010, 0.019], [-0.031, -0.015, -0.023], [0.041, 0.003, -0.009], [0.167, -0.281, -0.140], [0.020, -0.057, -0.013], [-0.017, -0.274, -0.269], [-0.003, 0.003, 0.005], [-0.010, 0.000, -0.001], [-0.006, -0.010, -0.010], [0.030, 0.012, 0.000], [0.005, -0.008, 0.009], [-0.004, 0.005, -0.005], [0.042, -0.018, -0.046], [-0.013, 0.059, 0.030], [-0.005, 0.017, -0.023], [-0.024, 0.023, 0.015], [0.005, -0.015, 0.016], [0.047, -0.009, -0.004], [0.021, -0.031, 0.001], [-0.009, 0.016, 0.000], [-0.002, 0.010, -0.005], [-0.079, 0.000, -0.041], [-0.012, -0.013, 0.044], [0.012, -0.034, 0.034], [0.021, -0.035, -0.002], [0.022, -0.012, 0.002], [0.002, -0.021, 0.007], [-0.008, 0.018, 0.037], [-0.262, 0.013, 0.265], [-0.076, -0.034, -0.034], [-0.008, 0.217, 0.632], [0.037, 0.203, 0.422], [-0.118, 0.210, 0.064], [0.031, 0.037, 0.013], [-0.048, -0.019, -0.016], [-0.022, -0.015, -0.005], [-0.011, 0.014, -0.008], [0.003, 0.003, 0.011], [0.008, -0.006, 0.018], [-0.002, -0.032, -0.002], [-0.005, -0.002, 0.023], [-0.015, -0.009, -0.009], [0.013, -0.009, -0.038], [0.017, -0.023, -0.017], [0.041, 0.026, 0.012], [-0.171, -0.229, 0.007], [-0.146, 0.106, 0.087], [0.102, 0.188, -0.156], [0.024, -0.198, 0.210], [0.082, 0.070, 0.104], [-0.050, -0.054, 0.080], [0.124, 0.144, -0.210], [0.010, 0.090, 0.096], [0.026, -0.015, -0.034]]
}